Entry 1:
15
Properties=species:S:1:pos:R:3:forces:R:3 method="wB97M-V/def2-TZVPD" charge=+1 relative_energy_kcal_mol=89.4 energy_ev=-28901.9194
C -0.063922 0.547568 0.908582 1.910 -0.960 4.411
C 3.045380 -0.340587 0.004413 -1.115 -0.026 -0.719
C -1.120343 -1.106534 -0.403956 -1.167 0.341 3.453
C -0.868217 1.125447 0.084564 -1.040 2.338 -2.321
N -0.118554 -0.876439 0.661134 1.876 0.899 0.060
N -1.390797 0.224975 -0.783033 -0.708 1.225 -0.514
S 1.947530 -1.418425 -0.136181 1.671 1.085 0.242
S 3.863621 1.123855 0.073091 -1.427 -0.770 0.617
H 0.416726 0.922930 1.846355 -0.440 -0.420 -1.278
H -0.720025 -1.749604 -1.073698 1.165 -1.713 -2.794
H -1.942774 -1.644940 0.090023 -0.406 0.299 -0.333
H -1.102328 2.173006 -0.199609 0.470 -0.748 1.013
H 0.021858 -1.484851 1.464284 -0.950 0.071 -0.253
H -1.761042 0.713165 -1.562324 -0.677 -1.247 -1.219
H 4.948880 0.716708 -0.545188 0.838 -0.375 -0.364

***

Entry 2:
15
Properties=species:S:1:pos:R:3:forces:R:3 method="wB97M-V/def2-TZVPD" charge=+1 relative_energy_kcal_mol=41.4 s_squared=2.01 spin_multiplicity=3 energy_ev=-10651.5648
C 1.761277 -0.344258 -0.262605 -2.583 0.418 -0.182
N 2.887081 -0.916448 0.037028 2.362 -3.124 1.244
N 1.468314 0.910420 0.003860 -1.558 -2.316 -1.243
N -0.997051 1.331759 0.065203 0.758 3.057 0.456
N -2.008326 -0.697858 -0.000426 0.555 -12.455 -0.009
N -2.006678 0.524633 -0.021320 -4.979 10.111 -0.528
O -3.354931 -1.120309 -0.085547 1.030 -0.423 -0.283
H 3.553808 -0.416562 0.643045 -0.408 -0.434 -0.632
H 2.176047 1.392792 0.462382 1.438 1.224 0.961
H 0.236483 1.180382 0.076212 1.397 -0.743 -0.343
H -1.317381 2.367379 0.093180 0.447 -2.403 -0.111
H 0.981900 -1.042447 -0.724675 0.968 1.330 0.565
H 2.984543 -2.000529 0.080574 -0.327 2.906 -0.423
H -2.908158 0.973795 -0.113249 -0.340 0.095 -0.047
H -3.456925 -2.142744 -0.253667 1.241 2.757 0.576

***

Entry 3:
114
Properties=species:S:1:pos:R:3:forces:R:3 method="wB97M-V/def2-TZVPD" charge=0 energy_ev=-177081.4800
C 1.922342 -1.546259 1.146935 0.335 0.336 -0.155
C 0.828496 -1.823272 0.126212 -0.089 -0.475 0.833
N -0.514175 -1.448588 0.635202 0.236 0.449 -1.204
C -0.971556 -0.078136 0.231045 -0.770 -0.550 1.374
C -0.385008 0.887642 1.220925 1.179 1.316 -0.830
Cl -1.299960 1.136435 2.637396 0.137 -0.017 0.808
C 0.819783 1.491932 1.104473 -1.177 -0.872 -0.303
C 1.785344 1.372715 -0.012537 -0.142 0.336 -0.354
Cl 1.427115 2.496040 2.323947 0.109 0.558 0.837
C -0.808345 0.154511 -1.253455 1.072 0.822 -1.515
O -0.367983 1.118720 -1.856257 -0.540 -2.044 1.173
N -1.441849 -0.993624 -1.847359 0.181 0.938 -0.365
C -2.616420 -1.220256 -1.075232 -0.816 0.451 0.390
S -3.927673 -1.109173 -2.408375 1.531 -0.800 -0.771
O -3.986351 -2.453324 -2.889236 -0.078 -0.107 0.041
O -3.702220 -0.055917 -3.325249 -0.121 0.201 -0.165
F -5.270927 -0.847926 -1.738147 -1.069 0.403 0.482
C -2.574420 -0.211271 0.132852 0.195 1.031 -0.075
P -3.303505 1.417284 -0.589572 0.227 0.044 -1.334
C -5.041295 1.638592 -0.092030 0.482 0.169 0.970
C -2.460977 2.879431 0.079631 -0.072 -0.102 0.559
P -3.542297 -0.830743 1.533544 -1.056 -1.545 -1.200
O -2.671982 -1.650345 2.581064 0.701 0.072 0.389
O -4.005781 0.419055 2.343343 -0.017 0.901 0.692
S -5.031200 -1.924187 0.954129 0.218 -0.151 0.100
H 2.327762 -2.447420 1.564037 0.103 -0.435 0.148
H 2.739084 -0.992722 0.715834 0.411 0.160 -0.170
H 1.542827 -0.936743 1.953560 -0.048 0.133 0.336
H 1.078161 -1.383914 -0.827352 -0.229 0.372 -0.344
H 0.810348 -2.886870 -0.042368 -0.112 -0.501 -0.166
H -0.394213 -1.386684 1.635504 -0.348 -0.273 0.312
H 1.653032 2.211521 -0.676174 -0.087 0.395 -0.342
H 1.668304 0.482858 -0.595641 0.035 -0.287 -0.186
H 2.783687 1.452470 0.370923 0.522 -0.208 0.240
H -0.856434 -1.801572 -1.962374 0.196 -0.120 -0.174
H -2.728739 -2.215945 -0.702756 -0.047 -0.680 -0.028
H -5.582865 0.716179 0.003058 -0.260 -0.340 -0.202
H -5.097477 2.144179 0.857582 -0.087 0.176 0.474
H -5.475528 2.290374 -0.825616 -0.290 0.120 -0.571
H -3.209411 3.653271 0.112247 -0.415 0.374 -0.079
H -2.064543 2.795789 1.075951 0.032 0.053 0.330
H -1.681592 3.209258 -0.582630 0.383 -0.025 -0.367
H -2.694326 -2.567452 2.284171 0.070 -0.313 0.151
H -4.376771 0.103457 3.175119 -0.299 0.175 0.237
C -0.196258 3.032784 -4.371222 0.059 -0.125 0.020
C 0.542353 3.512047 -5.602754 -0.299 0.188 0.069
O 0.428603 4.921986 -5.492251 0.226 -0.139 0.078
C 0.317236 5.225563 -4.160277 -0.128 -0.134 -0.087
O 0.455682 6.305584 -3.704467 -0.031 0.183 0.021
O 0.035518 4.109730 -3.452843 0.023 -0.138 -0.055
F -0.058846 3.096348 -6.749150 -0.030 0.086 0.064
H -1.265933 2.938860 -4.561516 -0.008 0.018 -0.104
H 0.176779 2.097328 -3.972922 0.062 0.065 0.192
H 1.597745 3.241425 -5.639486 -0.001 -0.066 -0.142
C -1.520852 4.710333 -9.306071 -0.083 -0.018 0.049
C -0.605002 5.659464 -8.561015 0.139 -0.066 -0.267
O -0.651564 6.817426 -9.375292 -0.175 0.102 0.228
C -1.857552 6.834049 -10.013966 0.158 -0.191 0.026
O -2.319768 7.769757 -10.565627 -0.030 0.127 -0.117
O -2.448324 5.618362 -9.913728 0.027 -0.144 0.068
F 0.671280 5.205176 -8.509362 -0.028 0.107 -0.099
H -0.977908 4.167934 -10.080417 0.111 0.039 0.012
H -2.032661 4.005037 -8.659265 -0.178 0.098 -0.004
H -0.934546 5.909473 -7.552913 0.134 -0.021 0.073
C 1.631267 4.529307 6.587470 0.054 0.095 0.009
C 2.541235 3.855506 7.596513 -0.140 -0.085 -0.039
O 3.092686 2.796969 6.832092 0.160 0.082 0.057
C 3.107662 3.187852 5.529758 -0.029 0.168 0.212
O 3.734269 2.667759 4.672168 -0.010 -0.234 -0.223
O 2.314387 4.267336 5.356545 -0.176 0.048 0.043
F 1.848638 3.339832 8.646685 0.003 -0.076 -0.129
H 0.649037 4.055353 6.568601 0.006 -0.073 0.076
H 1.518973 5.596907 6.746434 0.141 0.055 -0.143
H 3.348682 4.480527 7.971756 -0.034 -0.017 0.085
C -4.946447 -5.435677 -3.112187 -0.121 -0.051 0.037
C -4.830567 -6.457879 -4.224158 0.220 0.060 0.163
O -3.952846 -7.416635 -3.651187 -0.243 -0.112 -0.308
C -4.111530 -7.369653 -2.304812 0.200 -0.260 0.260
O -3.724541 -8.198705 -1.549591 0.139 -0.015 -0.034
O -4.774994 -6.261977 -1.946601 -0.249 0.438 -0.067
F -4.270743 -5.947765 -5.344310 0.096 -0.017 0.012
H -4.152230 -4.696195 -3.156405 0.069 -0.014 -0.121
H -5.904002 -4.926848 -3.083585 -0.075 -0.080 0.157
H -5.765038 -6.950828 -4.494931 -0.016 0.019 -0.095
C 0.109154 -2.955683 5.132022 0.058 0.068 0.008
C 1.125458 -3.992539 5.575500 -0.226 -0.059 -0.063
O 1.209033 -4.832480 4.429997 0.286 0.096 0.058
C 0.909793 -4.086056 3.343288 -0.180 0.005 0.097
O 1.117046 -4.391790 2.216712 -0.035 -0.248 -0.127
O 0.336850 -2.919840 3.714366 -0.109 0.149 0.157
F 0.698497 -4.713789 6.633490 -0.037 -0.041 -0.106
H -0.908577 -3.291892 5.329470 0.014 -0.106 0.047
H 0.261894 -1.975904 5.573024 0.094 0.082 -0.172
H 2.116238 -3.594330 5.796285 0.016 -0.029 0.079
C 7.496382 3.650267 4.667238 0.054 -0.044 0.021
C 8.188026 4.927900 5.104636 -0.202 0.021 -0.209
O 7.091567 5.720129 5.537996 0.171 0.006 0.261
C 6.111680 4.877124 5.954954 0.053 -0.017 -0.200
O 5.168738 5.198339 6.600945 -0.140 0.113 0.024
O 6.362134 3.625809 5.540359 0.191 -0.174 0.001
F 8.820921 5.552288 4.084887 -0.112 0.013 0.029
H 7.159259 3.716394 3.632839 0.019 0.115 -0.029
H 8.100816 2.758174 4.795363 -0.090 -0.055 0.176
H 8.889633 4.807086 5.930832 0.077 0.040 -0.033
C 1.384141 -7.257741 0.337390 -0.151 0.021 0.038
C 1.848583 -7.814986 -0.991846 0.602 0.360 0.321
O 2.952609 -8.619496 -0.597134 -0.293 -0.091 -0.366
C 2.731237 -9.041429 0.678544 0.032 0.116 0.156
O 3.319492 -9.915894 1.215092 0.062 0.007 -0.013
O 1.739903 -8.312157 1.241169 -0.116 0.106 -0.091
F 2.281717 -6.832292 -1.833173 -0.020 -0.248 0.184
H 1.928344 -6.351464 0.603667 0.041 0.009 -0.101
H 0.316813 -7.060544 0.372079 -0.038 -0.164 0.140
H 1.122280 -8.426423 -1.512029 -0.152 -0.089 -0.238

***

Entry 4:
20
Properties=species:S:1:pos:R:3:forces:R:3 method="wB97M-V/def2-TZVPD" charge=0 relative_energy_kcal_mol=49.2 energy_ev=-9942.0632
C 1.670194 -1.354031 1.853736 -0.139 -0.240 0.319
C 0.371712 -1.874240 1.181785 0.771 -0.318 2.165
C -0.769715 -0.969048 1.551693 -1.546 2.670 0.302
C -1.878948 0.265618 -0.122164 -0.782 -0.706 0.857
N -0.835755 0.172478 0.590359 0.668 -1.247 -1.968
H 2.569755 -1.829676 1.448604 -0.106 0.353 -0.119
H 1.699622 -0.265926 1.808882 0.332 -0.045 -0.392
H 1.704640 -1.543192 2.938809 -0.320 -0.230 -0.312
H 0.085607 -2.802383 1.712931 0.424 -0.097 -0.762
H 0.549417 -2.032149 0.123194 -0.489 0.016 -0.102
H -0.648368 -0.456957 2.521472 0.388 -0.770 0.055
H -1.742133 -1.478350 1.592614 0.132 -0.087 -0.141
H -2.854588 -0.033486 0.290508 0.030 -0.712 -0.066
H -1.982424 0.495596 -1.184045 0.734 1.336 0.263
H -1.361128 3.410950 -5.793939 -0.143 0.686 0.435
H -2.424401 2.589180 -6.266737 -0.847 -0.310 -0.171
O -2.331046 3.400384 -5.763939 0.990 -0.378 -0.262
H 3.483922 1.233817 0.391027 -0.381 0.288 0.098
H 1.957773 1.246889 0.547356 0.119 0.243 -0.093
O 2.735862 1.824526 0.577853 0.167 -0.451 -0.108

***

Entry 5:
13
Properties=species:S:1:pos:R:3:forces:R:3 method="wB97M-V/def2-TZVPD" charge=0 relative_energy_kcal_mol=86.9 energy_ev=-7795.8749
O -1.458787 0.666610 1.192058 0.006 0.115 0.046
C -1.057620 0.058755 0.000241 -0.299 -0.053 -0.519
C -0.039996 0.857665 -0.879371 0.034 0.275 -0.085
C 1.066441 -0.151986 -0.488436 0.039 -0.112 -0.382
N 1.063477 -0.174115 0.971680 -1.065 -0.207 0.251
C 0.040681 -0.960913 0.148864 -0.577 -0.262 -0.288
H -0.621432 0.914705 1.628588 -0.261 -0.201 -0.070
H -1.943855 -0.322004 -0.499953 -0.111 0.297 -0.175
H 0.095129 1.910832 -0.623929 0.079 -0.086 -0.014
H -0.296783 0.750650 -1.937627 0.122 0.073 0.126
H 1.875165 -0.484208 -1.133248 0.006 0.088 0.293
H 1.121296 -1.054155 1.469788 2.371 -0.214 0.311
H 0.075722 -2.052338 0.132887 -0.344 0.286 0.506

***

Entry 6:
10
Properties=species:S:1:pos:R:3:forces:R:3 method="wB97M-V/def2-TZVPD" charge=0 relative_energy_kcal_mol=14.6 energy_ev=-27821.2737
N -1.854696 1.036640 0.432751 1.161 0.514 -0.906
O 0.975728 -1.056520 1.130434 -0.060 1.030 1.621
O 1.134008 -1.301395 -1.181050 -0.564 1.168 1.042
O -1.131397 0.115137 -0.380194 3.203 -1.110 0.448
P 0.789129 -0.116224 -0.097673 -1.940 1.805 -1.730
S 1.770271 1.548423 -0.221365 -0.835 -1.072 0.328
H -1.556662 1.994342 0.080471 -0.280 -1.440 1.329
H -1.623999 0.801257 1.409945 -0.036 0.831 -0.592
H 0.914754 -1.917096 0.747999 -0.101 -1.600 0.041
H 0.582864 -1.104563 -1.921321 -0.548 -0.126 -1.580

***

What did the second record say?
15
Properties=species:S:1:pos:R:3:forces:R:3 method="wB97M-V/def2-TZVPD" charge=+1 relative_energy_kcal_mol=41.4 s_squared=2.01 spin_multiplicity=3 energy_ev=-10651.5648
C 1.761277 -0.344258 -0.262605 -2.583 0.418 -0.182
N 2.887081 -0.916448 0.037028 2.362 -3.124 1.244
N 1.468314 0.910420 0.003860 -1.558 -2.316 -1.243
N -0.997051 1.331759 0.065203 0.758 3.057 0.456
N -2.008326 -0.697858 -0.000426 0.555 -12.455 -0.009
N -2.006678 0.524633 -0.021320 -4.979 10.111 -0.528
O -3.354931 -1.120309 -0.085547 1.030 -0.423 -0.283
H 3.553808 -0.416562 0.643045 -0.408 -0.434 -0.632
H 2.176047 1.392792 0.462382 1.438 1.224 0.961
H 0.236483 1.180382 0.076212 1.397 -0.743 -0.343
H -1.317381 2.367379 0.093180 0.447 -2.403 -0.111
H 0.981900 -1.042447 -0.724675 0.968 1.330 0.565
H 2.984543 -2.000529 0.080574 -0.327 2.906 -0.423
H -2.908158 0.973795 -0.113249 -0.340 0.095 -0.047
H -3.456925 -2.142744 -0.253667 1.241 2.757 0.576